a | Density functional theory data (wB97M-V/def2-TZVPD) for a cluster of 2 separate species, C6H10N3O in total.

```
! RIJCOSX wB97M-V def2-TZVPD def2/J DEFGRID3
* xyz 1 1
C -3.4841 -0.3556 -0.5376
C -2.2084 -0.8899 -0.6440
C -2.2613 0.8953 0.6633
C 0.7968 -1.1562 -0.0361
C 2.8722 0.6708 0.1318
C -0.0992 -0.3259 0.5495
N -3.4663 0.7086 0.2950
N -1.3933 -0.1211 0.2273
N 1.9305 1.4306 -0.4329
O 2.0778 -1.1321 0.5772
H -4.3348 -0.6937 -1.0503
H -1.6557 -1.6495 -1.1907
H -1.9994 1.7320 1.2700
H 0.6027 -1.7197 -0.9468
H 3.3491 0.8346 1.0581
H 2.6585 -1.8100 0.1596
H 3.6701 0.1321 -0.5313
H 0.0364 0.1593 1.5658
H 1.4823 1.2150 -1.3035
H 1.4261 2.0754 0.1757
*
```

- lowest unoccupied orbital energy (eV) = -4.162
- orbital gap (eV) = 8.0396
- HOMO level (Ha) = -0.4484

Löwdin analysis output, partial charges in e: atom 1 (C): -0.106, atom 2 (C): -0.009, atom 3 (C): -0.151, atom 4 (C): -0.109, atom 5 (C): 0.034, atom 6 (C): -0.091, atom 7 (N): 0.078, atom 8 (N): -0.084, atom 9 (N): 0.144, atom 10 (O): -0.048, atom 11 (H): 0.096, atom 12 (H): 0.111, atom 13 (H): 0.123, atom 14 (H): 0.130, atom 15 (H): 0.111, atom 16 (H): 0.156, atom 17 (H): 0.164, atom 18 (H): 0.173, atom 19 (H): 0.135, atom 20 (H): 0.142

b | Density functional theory data (wB97M-V/def2-TZVPD) for the ion C6H10N3O with charge +1.

```
! RIJCOSX wB97M-V def2-TZVPD def2/J DEFGRID3
* xyz 1 1
C -0.2399 -1.5970 0.6504
C -1.4163 0.6472 -0.1165
C 2.5092 0.1875 0.3908
C -0.2262 -0.1087 0.4780
C 1.0960 0.4248 0.0671
C -2.5337 -0.1879 -0.7081
N -1.1577 0.7495 1.3238
N 1.9360 1.5354 0.0398
N 1.9747 -0.3476 -0.8657
O 0.6527 -2.3113 0.1787
H -1.2398 -2.1947 1.0503
H -1.1785 1.6182 -0.5957
H 3.3916 -0.0273 0.9748
H -2.6688 -0.9725 -0.0369
H -2.2238 -0.4768 -1.7726
H -3.4290 0.4112 -0.7798
H -0.8371 1.6071 1.5811
H 1.7772 2.2441 0.7086
H 2.1850 0.1314 -1.8209
H 1.6284 -1.3328 -0.7474
*
```

- lowest unoccupied orbital energy (eV) = -3.837
- orbital gap (eV) = 9.9852
- HOMO level (Ha) = -0.5080
- SMILES = C[C@H]1N[C@]1(C=O)[C@@]12N[C@@H]1[NH2+]2

Löwdin analysis output, partial charges in e: atom 1 (C): -0.087, atom 2 (C): -0.247, atom 3 (C): -0.013, atom 4 (C): -0.256, atom 5 (C): -0.281, atom 6 (C): -0.017, atom 7 (N): 0.163, atom 8 (N): 0.163, atom 9 (N): 0.190, atom 10 (O): 0.046, atom 11 (H): 0.205, atom 12 (H): 0.162, atom 13 (H): 0.173, atom 14 (H): 0.044, atom 15 (H): 0.129, atom 16 (H): 0.087, atom 17 (H): 0.067, atom 18 (H): 0.114, atom 19 (H): 0.232, atom 20 (H): 0.127

Question: of the structures shown, which is the least stable? Reply: b.